[1]
{"formula": "ClO2V", "method": "wB97M-V/def2-TZVPD", "total_energy_ha": -1554.2026, "spin_multiplicity": 2, "charge": 1, "homo_lumo_gap_ev": [6.7, 6.2], "e_homo_ev": [-15.4, -14.9], "e_lumo_ev": [-8.7, -8.7], "species": ["O", "V", "O", "Cl"], "xyz": [[-5.46353, 28.70569, -3.39558], [-4.71351, 28.95172, -2.00310], [-4.67775, 30.58143, -1.92364], [-6.93702, 32.49664, -2.26669]]}

***

[2]
{"formula": "C2H2LiO2Tb", "method": "wB97M-V/def2-TZVPD", "total_energy_ha": -1059.1449, "spin_multiplicity": 7, "charge": 2, "homo_lumo_gap_ev": [7.6, 8.5], "e_homo_ev": [-18.9, -18.2], "e_above_lowest_kj_mol": 192.6, "e_lumo_ev": [-11.3, -9.6], "species": ["C", "C", "O", "O", "H", "Tb", "Li", "H"], "xyz": [[0.46946, 0.45657, 0.20118], [-0.54517, -0.35792, 0.73494], [-0.91049, -1.43767, 0.11015], [1.10280, 0.06505, -0.95558], [-1.25529, 0.06606, 1.47294], [0.36017, 2.00711, -1.64569], [0.30234, -1.65143, -1.28890], [0.47619, 0.85223, 1.37096]]}

***

[3]
{"formula": "C50H70N3P3RbSi3", "method": "wB97M-V/def2-TZVPD", "total_energy_ha": -4028.2769, "charge": -1, "homo_lumo_gap_ev": 5.0, "e_homo_ev": -4.0, "e_lumo_ev": 1.0, "species": ["Rb", "C", "C", "C", "C", "C", "C", "P", "C", "C", "C", "C", "C", "C", "C", "C", "C", "C", "C", "C", "H", "H", "H", "H", "H", "H", "H", "H", "H", "H", "H", "H", "H", "H", "C", "P", "C", "N", "C", "C", "C", "C", "C", "C", "N", "C", "P", "C", "C", "C", "C", "C", "C", "C", "C", "C", "H", "H", "H", "H", "H", "H", "H", "H", "H", "H", "H", "H", "H", "H", "H", "H", "H", "H", "H", "H", "H", "H", "H", "H", "H", "H", "H", "H", "C", "Si", "C", "C", "C", "Si", "C", "C", "C", "Si", "C", "C", "C", "C", "C", "C", "C", "N", "H", "H", "H", "H", "H", "H", "H", "H", "H", "H", "H", "H", "H", "H", "H", "H", "H", "H", "H", "H", "H", "H", "H", "H", "H", "H", "H", "H"], "xyz": [[-0.47619, -0.18259, -0.84487], [-5.21420, 2.95088, 2.82609], [-4.05806, 3.19137, 2.10354], [-3.15722, 2.15468, 1.86652], [-3.38357, 0.87917, 2.37615], [-4.54806, 0.65377, 3.11126], [-5.46045, 1.67508, 3.32634], [-2.14302, -0.46374, 2.06909], [-1.88051, -0.97911, 3.82497], [-1.69590, -2.31732, 4.17342], [-1.38193, -2.68033, 5.47937], [-1.24030, -1.70820, 6.46018], [-1.40743, -0.36884, 6.12448], [-1.71581, -0.00966, 4.81880], [-3.19576, -1.74262, 1.29185], [-4.08378, -2.58084, 1.98371], [-4.91976, -3.42740, 1.27151], [-4.89162, -3.39540, -0.12293], [-4.01306, -2.54224, -0.78148], [-3.09130, -1.69992, -0.11695], [-5.92667, 3.75104, 2.99712], [-3.84929, 4.17960, 1.71104], [-2.26756, 2.34703, 1.28329], [-4.74003, -0.32735, 3.52932], [-6.36364, 1.48134, 3.89453], [-1.80748, -3.08356, 3.41475], [-1.24770, -3.72578, 5.73512], [-0.99671, -1.99193, 7.47903], [-1.29960, 0.39544, 6.88575], [-1.83386, 1.03799, 4.56350], [-4.13239, -2.57808, 3.06859], [-5.60146, -4.09069, 1.79375], [-5.55364, -4.05095, -0.68366], [-4.03394, -2.54787, -1.87388], [4.14146, -0.21007, -2.13856], [3.00621, -0.85715, -0.83916], [3.61052, -2.62877, -0.82250], [4.90292, -2.84820, -0.81092], [5.34657, -4.12489, -0.80731], [6.73543, -4.39033, -0.71844], [7.17921, -5.67854, -0.72342], [6.26492, -6.75806, -0.83516], [4.92578, -6.52653, -0.93283], [4.43878, -5.19654, -0.90744], [3.10931, -4.96496, -0.99145], [2.67882, -3.72911, -0.90642], [0.84260, -3.41690, -1.06855], [0.67577, -4.19802, -2.73393], [0.01591, -4.65929, 0.08412], [0.53619, -6.09463, 0.16282], [0.10871, -4.00770, 1.47245], [-1.44398, -4.69366, -0.36524], [3.70539, -0.16405, 0.78198], [5.22306, -0.15642, 0.96704], [3.04053, -0.99611, 1.88840], [3.20705, 1.27751, 0.87817], [5.14061, -0.63007, -2.02982], [4.17498, 0.87880, -2.06959], [3.73857, -0.46725, -3.11826], [7.41723, -3.55184, -0.63487], [8.23963, -5.88164, -0.64079], [6.63567, -7.77552, -0.84269], [4.20934, -7.33513, -1.01488], [1.11128, -5.19784, -2.74368], [1.20148, -3.57354, -3.45843], [-0.37628, -4.23496, -3.01442], [1.51436, -6.15695, 0.63518], [0.60689, -6.56219, -0.82280], [-0.17428, -6.67468, 0.76470], [1.15357, -3.86806, 1.77994], [-0.37871, -4.64215, 2.22093], [-0.38470, -3.03189, 1.47956], [-1.56059, -5.25513, -1.29782], [-1.84861, -3.69248, -0.50888], [-2.05299, -5.18431, 0.40093], [5.66180, -1.14030, 0.83799], [5.45070, 0.19611, 1.98089], [5.70279, 0.52832, 0.26186], [3.35677, -2.04475, 1.84901], [1.94991, -0.96683, 1.80942], [3.31622, -0.60119, 2.87031], [3.80581, 1.93253, 0.25315], [3.29885, 1.63316, 1.90942], [2.16165, 1.38596, 0.57829], [1.90164, 5.25657, 0.31360], [0.28051, 4.33607, -0.02842], [0.26111, 3.01937, 1.37718], [-1.07501, 5.54909, 0.50530], [0.05367, 3.77826, -1.72712], [1.34321, 3.69354, -2.98701], [3.13950, 3.92041, -2.45191], [1.18236, 5.01901, -4.34006], [1.38324, 2.03813, -3.92265], [-1.55095, 4.05721, -2.49133], [-1.78062, 3.28474, -4.21354], [-2.00428, 5.88717, -2.72150], [-3.10302, 3.26349, -1.70521], [-4.30880, 3.95409, -1.54837], [-5.47533, 3.25849, -1.25959], [-5.41192, 1.88150, -1.11758], [-4.17392, 1.26313, -1.24725], [-3.05166, 1.92684, -1.53986], [1.87017, 5.73017, 1.30375], [2.08122, 6.03978, -0.43489], [2.75855, 4.57021, 0.29670], [-0.47300, 3.27236, 2.14965], [1.23961, 2.96120, 1.86831], [0.00480, 2.02073, 1.01262], [-1.03810, 5.74112, 1.58542], [-2.07551, 5.15488, 0.26748], [-0.96271, 6.50679, -0.01897], [3.30137, 4.87802, -1.94680], [3.78745, 3.88968, -3.33769], [3.45448, 3.12774, -1.77713], [1.44480, 6.00254, -3.92776], [0.15505, 5.08802, -4.71577], [1.84300, 4.82186, -5.19639], [1.42337, 1.19438, -3.22130], [2.26499, 1.97164, -4.57715], [0.49137, 1.91276, -4.54749], [-1.05786, 3.63023, -4.96179], [-2.78684, 3.52576, -4.57563], [-1.70552, 2.19330, -4.14171], [-1.09348, 6.43815, -2.98527], [-2.39914, 6.33427, -1.79919], [-2.74237, 6.04018, -3.52057], [-4.32749, 5.03258, -1.66891], [-6.41775, 3.78352, -1.14747], [-6.29312, 1.29126, -0.89606], [-4.06826, 0.19306, -1.08834]]}

***

[4]
{"formula": "ClH2Li3O", "method": "wB97M-V/def2-TZVPD", "total_energy_ha": -558.6858, "charge": 2, "homo_lumo_gap_ev": 6.9, "e_homo_ev": -14.0, "e_above_lowest_kj_mol": 194.0, "e_lumo_ev": -7.0, "species": ["Li", "Li", "Li", "Cl", "O", "H", "H"], "xyz": [[-17.73756, -5.64923, 16.49945], [-14.81488, -1.23520, 11.54951], [-17.72444, 1.24859, 17.24430], [-17.11841, -2.00470, 14.70501], [-21.29134, -3.92952, 11.32569], [-20.71325, -3.48544, 11.94605], [-22.17441, -3.69008, 11.60690]]}